A cluster of 3 separate species, C21H32O7P2 in total at a distorted geometry. Source: the Open Molecules 2025 dataset; level of theory: wB97M-V/def2-TZVPD.

total charge: 0
energy above the lowest of the compared OMol25 structures with the same formula, charge and spin: 13.2 kcal/mol
LUMO level: -1.59 eV

Geometry as XYZ:
```
62
Properties=species:S:1:pos:R:3:forces:R:3
C 4.6352 -0.6155 0.8360 -0.1 0.4 0.0
C 5.1844 0.5772 0.0110 0.0 -0.8 0.1
C 4.2139 1.0906 -1.0789 1.0 -0.1 -0.1
C 4.8696 2.2545 -1.8760 0.1 -0.5 0.5
C 5.2463 3.5095 -1.0421 -0.7 0.4 -0.5
C 4.0813 4.0988 -0.1915 0.5 -0.2 -0.2
C 3.8587 3.3943 1.1696 -0.1 0.4 0.1
C 2.9850 4.2157 2.1639 0.4 -0.2 -0.7
C 1.5417 4.5171 1.6427 0.4 0.0 1.1
P 0.7608 3.1166 0.6416 -0.2 1.5 0.9
P 0.0196 1.4189 -0.6600 0.6 -0.4 -3.4
O 0.7425 1.5144 -1.9944 -0.8 -0.2 1.9
O 0.4084 -0.0546 0.0622 -1.4 1.3 -0.3
O -1.6163 1.5510 -0.9598 1.6 -0.9 1.3
H 5.4016 -1.0708 1.4846 -0.2 0.2 -0.3
H 4.2441 -1.3926 0.1589 0.1 0.2 0.3
H 3.8324 -0.2827 1.5215 0.1 -0.2 -0.4
H 6.0841 0.2096 -0.5192 -0.3 0.3 0.2
H 5.5298 1.3522 0.7087 -0.2 -0.1 -0.3
H 4.0726 0.2503 -1.7837 -0.2 0.3 0.2
H 3.2119 1.3603 -0.7098 0.3 0.0 -0.1
H 4.2023 2.4811 -2.7228 0.2 0.3 0.3
H 5.8149 1.8652 -2.2999 -0.4 0.1 0.0
H 5.5173 4.2939 -1.7746 0.0 -0.3 0.3
H 6.1467 3.3682 -0.4216 -0.4 -0.2 -0.1
H 4.3281 5.1599 0.0014 -0.2 -0.4 0.1
H 3.1892 4.1085 -0.8440 0.2 0.0 0.4
H 4.8617 3.2335 1.6055 -0.4 0.1 0.0
H 3.4146 2.3902 1.0814 0.3 0.3 -0.2
H 2.9543 3.6565 3.1127 -0.1 0.3 -0.2
H 3.5141 5.1703 2.3333 -0.3 -0.3 0.2
H 1.5542 5.4895 1.1187 -0.2 -0.5 -0.2
H 0.9005 4.6601 2.5390 0.2 0.0 -0.4
H 1.4150 2.1067 1.4123 -0.1 0.1 0.0
H 1.2255 3.6907 -0.5778 -0.3 -0.5 -0.1
H -0.5806 3.4385 1.0398 0.4 -0.1 -0.2
H 1.2872 0.0652 0.4276 0.5 -0.2 0.1
H -1.8310 0.8735 -1.6122 -0.3 0.0 -0.3
O -0.5544 -4.8323 2.1196 0.0 0.0 0.0
C -1.1840 -4.3334 1.2095 0.1 -0.1 0.1
C -2.2827 -5.0677 0.5420 -0.1 0.0 -0.1
C -2.9709 -4.5195 -0.4578 0.0 -0.2 0.0
C -2.6668 -3.1539 -0.9398 -0.1 0.0 -0.1
O -3.2972 -2.6523 -1.8497 0.0 0.0 0.0
C -1.5690 -2.4200 -0.2730 0.0 -0.1 0.1
C -0.8805 -2.9673 0.7257 0.0 0.2 -0.1
H -2.4915 -6.0643 0.9095 0.0 0.0 0.0
H -3.7769 -5.0397 -0.9579 0.0 0.0 0.0
H -1.3605 -1.4261 -0.6385 0.0 0.0 0.0
H -0.0753 -2.4449 1.2250 0.0 0.0 0.0
O -6.0093 -5.3908 -0.1269 0.0 0.0 0.0
C -6.8503 -4.5286 -0.2836 0.1 -0.1 0.0
C -7.4734 -3.8469 0.8725 -0.1 0.1 0.1
C -8.3967 -2.9026 0.7007 0.1 -0.1 0.2
C -8.8360 -2.4952 -0.6533 -0.1 0.2 0.0
O -9.6754 -1.6340 -0.8086 0.0 0.0 0.0
C -8.2121 -3.1774 -1.8092 0.2 -0.2 -0.1
C -7.2888 -4.1217 -1.6371 -0.1 0.1 -0.1
H -7.1388 -4.1575 1.8541 0.0 0.0 0.0
H -8.8647 -2.3928 1.5330 0.0 0.0 0.0
H -8.5458 -2.8667 -2.7908 0.0 0.0 0.0
H -6.8201 -4.6309 -2.4693 0.0 0.0 0.0
```
Forces are in eV/Å.

=====

A cluster of 2 separate species, C21H33 in total at a distorted geometry. Source: the Open Molecules 2025 dataset; level of theory: wB97M-V/def2-TZVPD.

total charge: +1
energy above the lowest of the compared OMol25 structures with the same formula, charge and spin: 1.1 kcal/mol
LUMO level: -5.88 eV

Geometry as XYZ:
```
54
Properties=species:S:1:pos:R:3:forces:R:3
C -0.8368 3.0456 2.2630 -0.3 0.2 0.1
C -2.2900 3.1476 1.7526 0.3 0.0 0.1
C -2.8053 1.9962 0.8889 -0.4 -0.2 0.1
C -2.0638 1.8023 -0.4318 -0.2 0.4 -0.1
C -2.3562 0.4789 -1.1471 0.5 0.0 -0.2
C -1.4147 -0.6968 -0.7916 -0.2 0.2 -0.3
C -1.6324 -1.3119 0.5757 -0.7 -0.7 0.1
C -2.8219 -1.8818 0.8640 0.7 0.2 0.0
C -0.4677 -1.3712 1.5329 0.4 0.0 0.2
C 0.0303 -0.0071 2.0873 0.2 -0.2 -0.2
C -0.8457 0.5924 3.1808 -0.1 -0.2 0.3
C -0.6294 2.0843 3.4438 0.0 0.2 -0.1
H -0.1473 2.8127 1.4400 -0.1 0.1 0.2
H -0.5640 4.0541 2.6180 0.1 -0.3 -0.1
H -2.9568 3.2401 2.6231 0.1 0.1 -0.2
H -2.3785 4.0813 1.1794 -0.1 -0.1 0.1
H -2.8346 1.0592 1.4614 0.1 0.3 -0.2
H -3.8549 2.2322 0.6472 0.2 -0.2 0.1
H -2.4034 2.6109 -1.0971 0.3 -0.1 0.1
H -0.9821 1.9505 -0.3030 -0.2 -0.2 -0.1
H -3.3963 0.1715 -0.9808 0.1 0.1 0.0
H -2.2442 0.6681 -2.2238 -0.1 -0.2 0.2
H -1.5920 -1.4680 -1.5667 0.1 0.2 0.4
H -0.3654 -0.3966 -0.9082 -0.2 0.1 0.0
H -2.9960 -2.4234 1.7981 0.1 0.3 -0.1
H -3.6676 -1.7962 0.1798 0.2 -0.1 0.1
H -0.7264 -2.0332 2.3717 0.0 0.2 -0.1
H 0.4026 -1.8376 1.0353 -0.4 0.1 0.0
H 1.0302 -0.1776 2.5239 -0.3 0.1 -0.3
H 0.1769 0.7009 1.2583 -0.1 -0.2 0.1
H -1.9092 0.3854 3.0009 0.3 0.0 0.0
H -0.5866 0.0727 4.1146 -0.2 0.0 -0.1
H 0.3891 2.2400 3.8241 -0.1 -0.1 0.0
H -1.3137 2.3828 4.2497 0.2 0.0 -0.1
C -3.4638 -5.2103 -0.2268 -0.6 -0.4 -0.2
C -2.0325 -5.1703 -0.5953 0.4 -0.4 -0.2
C -1.7576 -4.7808 -2.0074 0.1 -0.5 -0.4
C -1.0222 -5.6408 0.2777 0.7 -0.5 0.4
C 0.2964 -5.9862 -0.1740 -0.1 0.5 -0.1
C 1.2885 -6.3869 0.7100 0.1 -0.1 -0.4
C 1.0221 -6.5136 2.0788 -0.5 0.3 -0.3
C -0.2779 -6.2589 2.5446 -0.3 0.0 -0.3
C -1.2815 -5.8666 1.6658 0.0 0.0 0.0
H -3.6942 -6.0324 0.4618 0.1 0.3 -0.1
H -3.8336 -4.2767 0.2092 0.3 0.1 0.0
H -4.0446 -5.3663 -1.1507 0.1 0.1 0.5
H -0.8211 -5.1851 -2.4187 -0.3 0.3 0.3
H -2.5871 -5.1654 -2.6187 0.3 0.2 0.1
H -1.7535 -3.6930 -2.1672 0.0 -0.1 0.4
H 0.5149 -5.9430 -1.2430 0.1 0.0 0.5
H 2.2839 -6.6198 0.3234 -0.4 0.1 0.1
H 1.8048 -6.8237 2.7731 -0.2 0.1 -0.2
H -0.5219 -6.4067 3.5919 0.1 0.1 -0.1
H -2.3010 -5.7322 2.0272 0.4 0.1 0.1
```
Forces are in eV/Å.

=====

A structure of composition C21H33BrGdI2NO3PS2. Source: the Open Molecules 2025 dataset; level of theory: wB97M-V/def2-TZVPD.

total charge: +1
energy above the lowest of the compared OMol25 structures with the same formula, charge and spin: 0.0 kcal/mol
spin multiplicity: 8
LUMO level (spin up / spin down): -3.58 / -6.08 eV

Geometry as XYZ:
```
65
Properties=species:S:1:pos:R:3:forces:R:3
Gd 0.9667 0.6776 0.3429 0.0 0.1 0.4
C 2.0231 -1.7528 1.3951 0.7 0.3 0.1
C 0.7948 -2.1317 2.1116 -0.3 0.2 0.9
C 0.8343 -1.6077 3.3684 -0.2 -0.2 -0.6
C 2.1252 -0.8801 3.5407 -0.1 0.4 0.1
C 2.8397 -1.0489 2.2365 -0.2 -0.2 -0.6
C 4.2682 -0.6804 2.0548 0.0 0.1 0.0
C 2.9132 -1.1739 4.7979 0.0 0.0 0.0
C -0.1438 -1.7677 4.4778 0.0 0.1 0.1
C -0.2240 -3.0674 1.5568 -0.1 0.0 -0.2
C 2.3554 -2.2018 0.0021 -0.1 0.0 -0.2
H 4.8937 -1.3924 2.5993 0.0 0.0 0.0
H 4.4791 0.3149 2.4457 0.0 0.0 0.0
H 4.5668 -0.7014 1.0105 0.0 0.0 0.0
H 3.1824 -2.2315 4.8105 0.0 -0.1 0.0
H 2.3249 -0.9608 5.6873 0.0 0.0 0.0
H 3.8273 -0.5847 4.8364 0.0 0.0 0.0
H 0.2786 -2.3485 5.3000 0.0 0.0 0.0
H -1.0477 -2.2747 4.1493 0.0 0.0 0.0
H -0.4258 -0.7964 4.8948 0.0 0.0 0.0
H 0.2708 -3.9411 1.1291 0.0 0.0 0.0
H -0.8095 -2.6171 0.7503 0.1 0.0 0.1
H -0.9020 -3.4207 2.3283 -0.1 0.0 0.0
H 2.8514 -3.1747 0.0177 0.0 0.0 0.0
H 3.0430 -1.5152 -0.5067 0.0 0.0 0.1
H 1.4650 -2.3146 -0.6285 0.1 0.0 0.1
O -5.2897 2.2110 1.7005 0.0 0.0 0.0
C -3.9956 1.8814 1.7220 0.0 0.0 0.0
C -3.5036 0.7446 2.3703 0.1 0.1 -0.1
C -2.1506 0.4891 2.3176 -0.1 0.1 0.0
N -1.2828 1.2883 1.6852 0.1 0.0 -0.1
C -1.7837 2.3624 1.0997 -0.1 0.1 0.0
Br -0.4704 3.4104 0.2124 0.0 0.1 0.0
C -3.1079 2.7294 1.0559 0.1 -0.2 0.2
H -5.8236 1.5643 2.1801 0.0 0.0 0.0
H -4.1651 0.0706 2.8945 0.0 0.0 0.0
H -1.7315 -0.3908 2.7838 0.0 -0.1 0.0
H -3.4525 3.6131 0.5458 0.0 0.1 0.0
I 3.4313 2.1794 -0.0405 0.2 0.2 0.0
I 1.6278 1.2946 3.5494 0.1 -0.2 0.2
C -3.3519 1.2280 -3.2237 0.0 0.0 -0.1
C -2.4324 0.3829 -4.0799 0.1 0.1 0.0
C -2.8012 -1.0826 -4.0918 -0.1 0.0 0.0
O -1.0568 0.6157 -3.6320 0.0 0.0 0.1
P -0.1766 -0.2603 -2.6532 -0.1 -0.1 0.0
S 0.5466 -1.8945 -3.3471 0.0 -0.1 0.0
S -1.1196 -0.4363 -0.8460 -0.3 -0.2 -0.2
O 0.9182 0.8677 -2.2072 0.4 0.1 0.0
C 1.7424 1.6670 -3.1816 -0.1 -0.1 0.0
C 1.9392 0.9683 -4.5054 0.1 0.0 -0.1
C 1.0957 3.0289 -3.3135 0.1 -0.1 0.1
H -4.3604 1.1816 -3.6319 -0.1 0.0 0.0
H -3.0292 2.2684 -3.2280 0.0 0.0 0.0
H -3.3779 0.8686 -2.1962 0.0 -0.1 0.0
H -2.4188 0.7769 -5.0991 0.0 -0.1 0.1
H -2.8186 -1.4943 -3.0793 0.0 0.0 0.0
H -2.1027 -1.6619 -4.6870 0.0 -0.1 -0.1
H -3.7981 -1.1910 -4.5178 0.0 0.0 0.0
H 2.6991 1.7458 -2.6694 -0.1 0.0 0.0
H 1.0080 0.8630 -5.0604 0.0 0.0 0.0
H 2.3934 -0.0114 -4.3894 0.0 0.0 0.0
H 2.6135 1.5951 -5.0896 0.0 0.0 0.0
H 0.0768 2.9376 -3.6836 0.0 0.0 0.0
H 1.6673 3.6333 -4.0148 0.1 0.0 0.0
H 1.0911 3.5494 -2.3574 0.0 0.0 0.1
```
Forces are in eV/Å.

=====

A structure of composition C21H33Cl2N4O4RuS. Source: the Open Molecules 2025 dataset; level of theory: wB97M-V/def2-TZVPD.

total charge: +3
spin multiplicity: 5
LUMO level (spin up / spin down): -10.03 / -11.84 eV

Geometry as XYZ:
```
66
Properties=species:S:1:pos:R:3:forces:R:3
Ru -0.2972 -0.0812 1.3447 0.7 0.2 0.4
C 4.5211 0.6198 0.1299 0.0 0.0 0.0
N 3.4730 1.3992 -0.5372 0.0 0.0 -0.1
C 3.9585 2.3811 -1.5135 0.0 -0.1 0.0
C 2.2051 1.1894 -0.2810 -0.1 0.0 -0.1
O 1.8105 0.3195 0.5394 0.0 0.1 0.0
C 1.1474 2.0005 -1.0172 -0.1 0.0 0.0
O -0.1030 1.5812 -0.4797 0.1 0.0 0.1
C -1.1984 2.4504 -0.6488 -0.1 0.0 -0.1
C -2.1607 2.1150 0.4689 0.0 -0.2 0.2
O -1.8302 1.1810 1.3001 -0.3 0.5 -0.3
N -3.2853 2.7453 0.5982 0.0 0.1 -0.1
C -4.2325 2.4629 1.6915 0.1 0.0 -0.1
C -3.6747 3.8367 -0.3178 0.0 -0.1 0.1
H 5.1643 1.2965 0.6906 0.0 0.0 0.0
H 4.0720 -0.1093 0.7942 0.0 0.0 0.0
H 5.1149 0.1106 -0.6276 0.0 0.0 0.0
H 4.4993 3.1737 -0.9988 0.0 0.0 0.0
H 4.6317 1.8784 -2.2056 0.0 0.0 0.0
H 3.1455 2.8140 -2.0871 0.0 0.0 0.0
H 1.2827 3.0735 -0.8626 0.0 0.0 0.1
H 1.1796 1.7904 -2.0894 0.0 0.0 0.0
H -0.8962 3.5005 -0.5809 0.0 0.0 0.0
H -1.6781 2.2936 -1.6203 0.0 0.0 0.0
H -3.8175 1.7185 2.3595 0.0 0.0 0.0
H -4.4166 3.3928 2.2263 0.0 0.0 0.0
H -5.1625 2.1047 1.2543 0.0 0.0 0.0
H -3.3411 3.6318 -1.3313 0.0 0.0 0.0
H -4.7594 3.8930 -0.3218 0.0 0.0 0.0
H -3.2668 4.7814 0.0393 0.0 0.0 0.0
C -0.1313 1.1312 6.8085 0.0 0.0 0.0
C 1.1418 1.3901 6.0238 0.1 -0.1 -0.1
N 1.6474 0.1584 5.3723 0.1 -0.1 0.2
C 2.5496 -0.6665 6.2274 -0.1 0.1 0.0
C 4.0048 -0.2921 6.0006 0.0 0.0 0.0
C 1.3699 -0.2377 4.1570 0.1 0.1 0.2
S 0.2046 0.8380 3.3157 -0.2 -0.2 -0.3
N 1.9617 -1.3263 3.6845 -0.1 0.1 -0.1
C 1.6795 -1.9608 2.5821 -0.1 0.0 -0.2
O 0.6768 -1.6090 1.7824 0.1 -0.3 0.3
C 2.4260 -3.1249 2.1711 0.1 0.0 0.0
C 3.4020 -3.6529 3.0303 0.0 0.0 0.0
C 4.1211 -4.7672 2.6480 0.0 0.0 0.0
C 3.8740 -5.3579 1.4133 0.0 0.0 0.0
C 2.9133 -4.8362 0.5495 0.0 0.0 0.0
C 2.1866 -3.7261 0.9250 0.0 0.0 0.0
H -0.4158 2.0401 7.3364 0.0 0.0 0.0
H 0.0122 0.3453 7.5488 0.0 0.0 0.0
H -0.9534 0.8422 6.1525 0.0 0.0 0.0
H 1.9515 1.7117 6.6780 0.0 0.0 0.0
H 1.0220 2.1730 5.2760 0.0 0.0 0.0
H 2.3612 -1.7127 6.0082 0.0 0.0 0.0
H 2.2398 -0.4659 7.2514 0.0 0.0 0.0
H 4.3047 -0.5070 4.9757 0.0 0.0 0.0
H 4.6277 -0.8807 6.6729 0.0 0.0 0.0
H 4.1860 0.7608 6.2154 0.0 0.0 0.0
H 3.5786 -3.1925 3.9921 0.0 0.0 0.0
H 4.8699 -5.1823 3.3079 0.0 0.0 0.0
H 4.4348 -6.2359 1.1206 0.0 0.0 0.0
H 2.7398 -5.3025 -0.4101 0.0 0.0 0.0
H 1.4439 -3.3147 0.2550 0.0 0.0 0.0
Cl -2.4638 -1.9612 1.9294 -0.1 0.0 -0.1
C -2.3130 -2.5113 0.2607 0.0 0.0 0.0
Cl -1.2463 -1.3737 -0.6756 -0.2 -0.1 0.0
H -3.2828 -2.4910 -0.2222 0.0 0.0 0.0
H -1.8366 -3.4840 0.2344 0.0 0.0 0.0
```
Forces are in eV/Å.